# 1
117
Properties=species:S:1:pos:R:3:forces:R:3 method="wB97M-V/def2-TZVPD" smiles="C=Cc1c(Br)cc(COC)c2c1C(=O)c1c(cc(CCCC(=O)O)c(-c3cccnc3)c1CCOCC)C2=O.ClCCCl.ClCCCl.ClCCCl.ClCCCl.ClCCCl.ClCCCl" e_lumo_ev=-0.73 max_force_ev_per_a=2.823
C 3.3146 -5.7268 1.0895 0.088 -0.317 0.067
C 1.9581 -5.6534 0.7647 0.129 -0.004 0.199
C 0.8763 -5.4450 1.7571 -0.268 -2.787 -0.359
C 0.7857 -6.1294 2.9792 -0.124 0.102 0.137
Br 2.0783 -7.4522 3.5120 -0.565 0.443 -0.284
C -0.2345 -5.8719 3.8825 0.044 -0.085 0.367
C -1.2203 -4.9143 3.6501 0.213 -0.103 -0.019
C -2.2777 -4.6839 4.7332 -0.268 -0.229 -0.403
O -2.6716 -3.3422 4.9047 0.613 -0.065 -0.049
C -1.5921 -2.5066 5.2996 -0.641 0.713 0.386
C -1.1468 -4.2200 2.4363 -0.568 0.356 0.098
C -0.1260 -4.4768 1.5182 -0.503 -0.365 -1.016
C -0.1417 -3.6348 0.2377 -0.217 -0.046 0.382
O 0.0775 -4.1180 -0.8526 -0.133 0.282 0.391
C -0.4970 -2.1746 0.4652 -0.044 -0.099 0.072
C -1.5209 -1.9154 1.3902 -0.185 -1.281 0.471
C -1.9335 -0.6450 1.7187 0.446 0.680 -0.622
C -1.2923 0.4540 1.1013 -0.806 -0.503 0.683
C -1.7755 1.8412 1.5451 0.412 -0.337 -0.646
C -2.2256 2.8075 0.4147 0.272 0.519 1.401
C -2.8833 4.0411 1.1051 -0.281 0.213 0.172
C -1.8699 4.7508 2.0118 0.561 0.077 -0.457
O -1.0291 5.5097 1.6104 -0.603 -0.498 0.232
O -1.9432 4.4393 3.3781 -0.344 -0.159 -0.570
C -0.2661 0.2011 0.1853 0.430 0.421 -0.093
C 0.4514 1.3747 -0.4297 -0.752 -0.427 -0.732
C 0.1437 1.7819 -1.7365 1.573 0.971 1.067
C 0.9256 2.8967 -2.1581 -1.373 -1.234 -0.240
C 1.8284 3.4730 -1.2753 0.867 1.439 -0.698
N 2.1449 3.1083 -0.0217 -1.345 -0.904 -1.324
C 1.4248 2.0396 0.3100 0.242 -0.472 1.919
C 0.1504 -1.1083 -0.1571 -0.041 -0.028 -0.430
C 1.2852 -1.3474 -1.1570 0.400 -0.054 0.408
C 2.6487 -0.7648 -0.6872 -0.776 -0.895 -0.944
O 3.6277 -1.4748 -1.4515 0.088 0.949 -0.088
C 4.9055 -0.8569 -1.3175 0.331 -0.855 0.351
C 5.5290 -1.2362 0.0597 -0.005 0.429 -0.233
C -2.1526 -3.1284 2.0633 0.164 0.185 -0.213
O -3.3426 -3.2140 2.2575 0.566 -0.077 -0.057
H 3.9983 -4.8808 0.9122 0.015 -0.914 -1.950
H 3.7977 -6.6295 1.4809 -0.507 0.971 1.713
H 1.6622 -5.7049 -0.2924 0.219 2.253 0.276
H -0.2646 -6.4446 4.8120 0.057 0.204 -0.218
H -1.9109 -5.1064 5.6889 -0.022 0.113 -0.309
H -3.1865 -5.2362 4.4408 0.241 0.255 0.190
H -1.2882 -2.7635 6.3299 0.339 -0.044 -0.414
H -1.9986 -1.4823 5.3443 0.091 -0.383 -0.041
H -0.7570 -2.4795 4.5807 -0.101 -0.320 0.315
H -2.7248 -0.4606 2.4461 0.152 -0.280 -0.210
H -2.6411 1.7224 2.2164 0.333 -0.147 -0.159
H -0.9632 2.2673 2.1619 -0.207 0.102 -0.359
H -1.3999 3.2112 -0.1804 -0.031 -0.371 0.259
H -2.9219 2.3126 -0.2683 0.020 0.089 0.388
H -3.2287 4.7588 0.3509 0.266 -0.169 0.165
H -3.7552 3.7537 1.7102 0.253 -0.086 -0.138
H -1.2556 3.7929 3.5873 0.066 0.250 0.073
H -0.6123 1.2460 -2.3196 0.466 0.554 0.216
H 0.8106 3.3040 -3.1777 -0.016 -0.562 1.042
H 2.3738 4.3528 -1.6387 -0.121 -0.320 0.182
H 1.6326 1.6334 1.3132 -0.100 0.144 -0.351
H 1.4803 -2.4192 -1.3000 -0.310 0.351 0.177
H 1.0306 -0.9672 -2.1611 0.089 0.109 0.440
H 2.6673 0.3074 -0.9225 0.428 -0.245 0.322
H 2.7980 -0.9930 0.3815 -0.118 0.455 -0.145
H 5.5498 -1.2671 -2.1078 -0.376 0.100 0.067
H 4.8342 0.2320 -1.4759 -0.029 -0.284 0.165
H 6.5080 -1.7186 -0.0738 -0.217 0.336 0.132
H 5.6198 -0.3405 0.6914 0.155 -0.381 -0.010
H 4.8895 -1.9665 0.5765 0.102 0.212 -0.253
Cl -5.7625 3.4804 4.0488 -0.028 -0.055 -0.008
C -5.6927 5.1486 4.6732 -0.007 0.160 -0.018
C -4.4843 5.3786 5.5464 0.110 0.118 -0.079
Cl -4.5903 4.4882 7.0879 0.000 -0.034 0.010
H -6.6186 5.3454 5.2096 0.032 -0.097 0.030
H -5.6522 5.8095 3.8078 0.079 -0.023 0.010
H -4.4075 6.4364 5.7960 -0.083 -0.016 0.005
H -3.5673 5.0775 5.0446 -0.067 -0.074 0.011
Cl 1.0319 -4.9141 -5.7795 0.042 0.008 -0.028
C -0.0202 -6.0440 -4.8863 -0.120 -0.137 0.038
C 0.1291 -5.9018 -3.3921 -0.167 0.110 -0.012
Cl 1.7212 -6.4635 -2.8189 0.038 -0.006 -0.064
H 0.2137 -7.0535 -5.2177 0.093 0.055 -0.003
H -1.0457 -5.8176 -5.1756 0.020 0.059 0.055
H -0.6210 -6.5090 -2.8868 0.022 -0.030 -0.047
H 0.0029 -4.8705 -3.0721 0.101 -0.047 -0.005
Cl 0.5361 3.8336 -6.8917 -0.047 -0.012 0.026
C 0.5882 5.5520 -6.4198 -0.017 0.165 -0.044
C 1.8068 5.8818 -5.5945 0.104 0.158 -0.001
Cl 1.7449 5.1311 -3.9796 0.212 0.636 -0.613
H -0.3301 5.7802 -5.8826 0.041 -0.083 0.049
H 0.5991 6.1325 -7.3413 0.064 -0.033 0.005
H 1.8667 6.9590 -5.4426 -0.073 -0.014 -0.015
H 2.7223 5.5548 -6.0829 -0.053 -0.083 0.022
Cl -2.4782 3.3945 -2.5022 -0.329 0.438 -0.599
C -3.6482 4.2702 -3.5333 0.014 -0.116 -0.195
C -3.8192 5.7176 -3.1419 0.105 0.041 -0.126
Cl -4.6528 5.9094 -1.5808 -0.045 0.014 0.006
H -4.5941 3.7342 -3.4935 0.030 0.015 0.083
H -3.2642 4.2126 -4.5517 0.002 0.053 0.016
H -4.4312 6.2263 -3.8859 -0.017 -0.074 -0.006
H -2.8611 6.2300 -3.0779 -0.003 -0.063 0.098
Cl 1.9829 0.1479 3.9623 -0.071 -0.019 -0.012
C 2.9633 -1.2889 4.3589 0.178 -0.038 0.078
C 3.1190 -2.2083 3.1732 0.018 0.033 0.145
Cl 1.5821 -3.0012 2.7297 1.206 1.234 0.670
H 2.4933 -1.7970 5.1987 -0.079 0.021 -0.070
H 3.9400 -0.9285 4.6806 -0.016 0.022 -0.066
H 3.8278 -3.0029 3.4098 -0.059 0.002 0.060
H 3.4858 -1.6722 2.3017 -0.065 0.060 0.013
Cl -0.2346 0.0887 -4.4885 -0.226 -0.135 -0.155
C 1.0334 0.2148 -5.7225 0.067 -0.107 -0.363
C 2.3949 -0.0896 -5.1580 0.124 -0.194 -0.148
Cl 2.9060 1.1621 -4.0118 0.193 0.084 0.113
H 0.9841 1.2165 -6.1428 0.062 0.010 0.117
H 0.7953 -0.4982 -6.5116 -0.011 -0.061 0.081
H 3.1249 -0.1188 -5.9666 -0.023 0.066 0.002
H 2.4227 -1.0472 -4.6402 -0.089 0.042 0.037

=====

# 2
14
Properties=species:S:1:pos:R:3:forces:R:3 method="wB97M-V/def2-TZVPD" e_above_lowest_kj_mol=423.0 e_lumo_ev=-0.96 max_force_ev_per_a=1.635
C -1.2658 -0.4516 1.3165 -0.129 -0.087 0.095
C -0.1578 -0.6787 0.3077 -0.120 -0.158 0.041
C 1.6592 -0.1011 -1.6324 0.639 1.371 -0.622
C 0.7221 0.5495 0.4184 -0.113 0.309 0.136
O 1.8578 0.4758 -0.4787 -0.183 -1.454 -0.425
C 0.5734 0.5179 -2.4686 -0.063 0.022 -0.968
N 0.1680 0.9464 -3.4793 0.237 -0.507 1.520
H -0.8165 -0.2558 2.2956 -0.256 -0.055 0.007
H -1.9356 -1.3062 1.3946 -0.012 0.048 0.045
H -1.8429 0.4298 1.0160 -0.048 -0.173 0.169
H 0.4397 -1.5723 0.5244 -0.097 0.147 0.138
H -0.5844 -0.8390 -0.6929 0.150 0.310 0.189
H 0.1607 1.4758 0.2717 0.084 0.000 -0.195
H 1.1843 0.5505 1.4082 -0.088 0.226 -0.130

=====

# 3
31
Properties=species:S:1:pos:R:3:forces:R:3 method="wB97M-V/def2-TZVPD" smiles=Cc1c[nH]c2ccccc12.CCSC e_above_lowest_kj_mol=310.4 e_lumo_ev=0.74 max_force_ev_per_a=2.944
C -1.0687 3.1279 -2.6633 -1.729 -1.327 -0.894
C -0.0903 2.1032 -2.1974 0.322 0.860 1.012
C 0.9052 2.3322 -1.2681 -1.786 0.184 -2.333
N 1.4957 1.1364 -0.9394 0.967 0.224 1.393
C 0.8519 0.0959 -1.6070 -0.517 0.532 -1.737
C 1.2309 -1.2410 -1.9368 0.323 1.847 1.306
C 0.5028 -1.8456 -2.9126 0.653 -0.053 -0.801
C -0.5426 -1.2003 -3.6799 0.367 -2.023 0.528
C -0.9490 0.0734 -3.4539 1.464 -0.320 2.377
C -0.1501 0.7175 -2.4223 -0.688 -0.230 -0.655
H -1.8962 3.1220 -1.9824 -0.317 0.526 1.079
H -1.6915 2.8832 -3.5372 0.795 -0.714 -0.385
H -0.8203 4.1207 -2.9124 1.108 1.218 0.355
H 1.1706 3.3773 -1.2208 0.957 -0.238 1.378
H 2.0642 1.1075 -0.0736 -0.509 -0.609 -1.197
H 2.1558 -1.6188 -1.4789 -0.676 -0.368 -0.251
H 0.9349 -2.8091 -3.1915 -0.787 0.030 -0.302
H -1.0131 -1.8928 -4.3618 -0.333 0.299 -0.355
H -1.8656 0.5171 -3.8179 0.360 0.131 -0.456
C -0.8288 -2.2537 3.5253 0.433 -0.232 -0.512
C 0.7186 -2.1112 3.7392 -1.615 0.072 -1.414
S 1.3733 -0.4310 3.2268 -1.956 -0.391 0.740
C 0.0097 0.5641 4.0215 0.995 -0.736 1.741
H -1.3450 -3.2064 3.6387 1.218 -1.086 -0.066
H -0.9698 -2.0498 2.4332 -0.738 0.842 1.202
H -1.3853 -1.8014 4.3557 -0.046 1.148 -1.017
H 0.9075 -2.2099 4.7865 0.789 -0.646 0.411
H 1.1435 -2.8166 3.0039 0.517 0.146 1.018
H 0.2941 0.8193 5.0508 1.069 1.229 -0.515
H -0.3299 1.3715 3.4101 -0.038 0.477 -0.165
H -0.8124 0.0188 4.4653 -0.604 -0.793 -1.482

=====

# 4
78
Properties=species:S:1:pos:R:3:forces:R:3 method="wB97M-V/def2-TZVPD" multiplicity=3 e_above_lowest_kj_mol=6.1 e_lumo_ev="0.30 / 0.29" max_force_ev_per_a=0.653 s_squared=2.026
Ti 0.2133 0.0530 0.1147 0.239 0.481 0.155
C -1.3400 2.4885 3.3457 0.027 -0.028 -0.047
As 0.0341 1.5307 2.3460 -0.048 -0.064 0.190
C 0.2019 -0.0756 3.4865 0.031 0.054 0.021
C 1.6663 2.4506 2.8983 0.057 -0.090 -0.096
C 1.6927 3.4355 3.8790 -0.077 0.009 0.036
C 2.8956 3.9990 4.2772 0.065 -0.008 -0.025
C 4.0851 3.5700 3.7043 -0.057 0.005 0.018
C 4.0623 2.5922 2.7214 0.015 -0.006 -0.025
C 2.8596 2.0344 2.3000 -0.102 0.073 0.008
As 2.7903 0.6922 0.8775 0.199 -0.129 -0.132
C 4.1463 1.3921 -0.3348 -0.028 -0.005 -0.010
C 3.7936 -0.7495 1.7289 -0.037 0.033 0.008
H -1.1709 2.3991 4.4179 0.004 0.013 -0.003
H -2.3031 2.0458 3.0941 0.001 0.000 0.014
H -1.3568 3.5387 3.0599 0.012 -0.007 -0.032
H 0.9939 0.0603 4.2211 -0.007 0.006 0.002
H 0.4306 -0.9514 2.8734 0.018 0.004 0.037
H -0.7413 -0.2516 4.0012 -0.018 -0.022 -0.018
H 0.7735 3.7717 4.3428 0.006 -0.006 0.001
H 2.9055 4.7690 5.0376 -0.004 0.000 0.003
H 5.0272 3.9993 4.0192 0.002 0.004 -0.001
H 4.9956 2.2679 2.2763 0.005 0.010 0.002
H 5.1109 1.4958 0.1592 -0.008 0.000 0.024
H 3.8196 2.3590 -0.7132 -0.005 -0.010 -0.013
H 4.2473 0.6970 -1.1670 -0.025 0.000 -0.004
H 4.7007 -0.3662 2.1943 0.006 0.014 -0.014
H 4.0401 -1.4936 0.9732 -0.025 -0.003 -0.009
H 3.1672 -1.2196 2.4861 0.008 -0.002 0.003
C 0.3605 2.9147 -2.5180 -0.033 -0.088 0.050
C -0.3067 1.5339 -2.5951 -0.098 0.122 -0.201
C -1.7832 1.7131 -2.9762 0.071 -0.011 0.061
C 0.4010 0.6926 -3.6644 0.003 -0.032 0.097
N -0.2008 0.8930 -1.3162 0.174 0.211 -0.061
H -0.1348 3.5188 -1.7555 0.029 0.020 -0.001
H 0.3058 3.4380 -3.4756 0.004 0.003 -0.011
H 1.4100 2.7957 -2.2394 0.004 0.039 0.000
H -1.8852 2.2022 -3.9483 0.020 0.001 -0.007
H -2.2801 0.7432 -3.0261 -0.021 0.031 0.025
H -2.2812 2.3297 -2.2254 -0.031 -0.006 -0.003
H 0.3169 1.1451 -4.6554 -0.013 0.019 -0.008
H -0.0372 -0.3056 -3.6932 0.048 0.019 -0.020
H 1.4603 0.5988 -3.4134 0.004 -0.028 -0.017
N 0.0263 -6.1051 1.8891 -0.014 -0.001 0.005
C 0.4999 -5.2676 1.2543 0.028 -0.012 -0.012
C 1.0891 -4.2262 0.4759 0.072 0.010 -0.055
C 2.2386 -4.4466 -0.3640 0.039 -0.056 -0.028
C 2.6752 -3.3490 -1.1064 -0.103 -0.049 0.130
C 2.0682 -2.1251 -0.9865 0.013 0.148 -0.130
N 1.0006 -1.8847 -0.1085 -0.038 -0.517 0.014
C 0.5400 -2.9756 0.5497 0.067 0.129 0.113
H 2.6939 -5.4213 -0.4404 0.000 0.004 -0.001
H 3.4966 -3.4519 -1.8043 0.009 -0.011 -0.004
H 2.3512 -1.2861 -1.6098 0.019 -0.004 0.013
H -0.3054 -2.8162 1.2140 -0.020 -0.023 -0.024
C -2.9574 -1.3875 2.2064 0.061 -0.047 0.083
As -2.1978 -0.7731 0.5166 -0.596 -0.157 -0.214
C -3.4611 0.6600 0.1270 0.004 -0.062 0.013
C -2.8145 -2.2821 -0.6217 0.086 0.043 -0.018
C -3.1299 -1.8952 -2.0338 0.013 0.024 0.010
C -4.3849 -1.4013 -2.3845 -0.008 -0.025 -0.004
C -4.6645 -1.0354 -3.6929 0.020 -0.008 0.002
C -3.6904 -1.1623 -4.6744 -0.019 -0.017 0.025
C -2.4393 -1.6578 -4.3363 -0.040 -0.020 -0.044
C -2.1617 -2.0179 -3.0266 0.043 -0.009 0.042
H -3.9941 -1.6835 2.0527 -0.007 -0.010 0.007
H -2.9269 -0.5814 2.9397 0.023 -0.013 0.017
H -2.3926 -2.2380 2.5884 -0.030 0.003 0.037
H -3.6845 0.6539 -0.9368 0.031 0.045 -0.024
H -2.9721 1.6025 0.3678 -0.013 0.008 0.005
H -4.3827 0.5546 0.6995 0.002 -0.044 -0.009
H -3.6625 -2.7629 -0.1328 -0.056 0.092 0.005
H -1.9833 -2.9879 -0.6188 -0.011 -0.045 0.075
H -5.1533 -1.3115 -1.6242 -0.003 0.000 -0.005
H -5.6461 -0.6553 -3.9458 0.002 0.001 -0.009
H -3.9080 -0.8780 -5.6956 0.007 -0.001 -0.004
H -1.6737 -1.7585 -5.0952 0.002 -0.002 0.004
H -1.1793 -2.3934 -2.7608 0.002 0.001 -0.012

=====

# 5
9
Properties=species:S:1:pos:R:3:forces:R:3 method="wB97M-V/def2-TZVPD" e_above_lowest_kj_mol=226.5 e_lumo_ev="-1.01 / -1.01" max_force_ev_per_a=6.060
C -1.1347 0.4619 0.7005 -0.216 -1.568 -2.357
N -0.6320 -0.6608 1.4558 1.766 -0.103 2.596
O -1.0007 -0.2425 -0.5762 0.616 0.573 -0.540
O -1.7509 1.4373 0.8547 -0.243 0.071 0.932
O 0.4879 -0.5979 1.9413 -1.942 0.176 -1.021
O 1.4030 -0.7218 -1.4756 0.614 -0.131 -0.297
O 0.5483 1.4341 -0.3818 3.037 3.929 3.473
S 0.3750 0.4860 -1.3602 -2.921 -3.642 -3.484
H 1.7041 -1.5963 -1.1583 -0.710 0.696 0.699

=====

# 6
57
Properties=species:S:1:pos:R:3:forces:R:3 method="wB97M-V/def2-TZVPD" multiplicity=5 total_charge=+2 e_lumo_ev="-5.11 / -9.60" max_force_ev_per_a=2.192 s_squared=6.048
C 1.6394 0.0954 -4.0533 -0.695 -0.487 -1.236
C 1.5823 0.3819 -2.6977 -0.892 1.035 1.312
C 0.4903 1.1879 -2.2251 -0.451 -0.186 -0.862
C -0.7568 1.1982 -2.9753 1.313 -1.026 -1.424
C -0.7316 0.5970 -4.2639 -0.423 0.873 1.224
C 0.4796 0.2220 -4.8555 1.920 -0.248 0.470
C -1.8970 1.8242 -2.4149 -0.845 -0.830 -0.126
C -1.7628 2.5174 -1.2041 0.288 1.287 1.619
C -0.4585 2.4937 -0.5606 -1.249 0.700 0.842
C -0.3194 3.0642 0.7437 0.579 -1.002 -1.355
C -1.2583 3.9992 1.1615 -1.411 0.479 -0.091
C -2.4955 4.1316 0.4785 1.162 0.379 0.972
C -2.7922 3.2925 -0.5968 0.736 -0.717 -0.954
H 2.6041 -0.2369 -4.4435 -0.455 -0.111 -0.205
H -1.6466 0.5369 -4.8353 -0.063 0.165 -0.092
H 0.5546 0.0525 -5.9339 -0.155 -0.146 0.478
H -2.9044 1.5652 -2.7657 0.492 0.396 -0.213
H -0.9833 4.6430 1.9959 -0.416 -0.130 -0.011
H -3.2023 4.9227 0.7615 0.317 -0.537 0.051
H -3.7768 3.3043 -1.0669 0.267 0.124 0.118
N 0.6312 1.9178 -1.1054 0.441 -1.319 0.453
Pt -0.3666 -1.0630 0.7354 1.497 0.694 -0.131
C 2.5200 -0.1713 -1.6408 -0.576 0.376 0.043
H 2.8828 0.6222 -0.9763 -0.088 -0.133 -0.046
H 3.3815 -0.7000 -2.0730 -0.257 -0.040 0.144
C 0.8184 2.5209 1.6022 -0.400 -0.288 -0.583
H 1.7695 2.4560 1.0540 -0.300 0.157 0.095
H 0.9497 3.0967 2.5294 -0.028 -0.281 -0.112
P 1.5169 -1.4152 -0.6322 0.305 0.753 -1.780
P 0.3503 0.7525 2.0625 -0.463 1.885 -0.189
C -1.0119 1.0009 3.2168 -0.037 -0.119 0.277
H -1.2497 0.0626 3.7275 0.014 0.199 0.066
H -0.7127 1.7618 3.9439 -0.158 -0.104 0.058
H -1.8999 1.3465 2.6750 0.214 0.010 0.052
C 1.7750 0.0850 2.9156 0.101 -0.052 0.153
H 1.8908 0.6612 3.8370 0.243 -0.156 0.036
H 1.5980 -0.9734 3.1293 0.290 0.247 0.200
H 2.6522 0.2124 2.2691 -0.149 0.026 0.342
C 1.0524 -2.6023 -1.9178 0.142 -0.268 0.184
H 1.9752 -2.9747 -2.3835 -0.287 -0.047 -0.016
H 0.4897 -3.4278 -1.4679 0.128 0.053 -0.245
H 0.4320 -2.0984 -2.6717 0.171 -0.108 0.235
C 2.7249 -2.1664 0.4760 0.058 -0.070 0.131
H 2.2489 -2.9368 1.0910 0.395 0.108 -0.102
H 3.4958 -2.6064 -0.1691 0.030 0.003 0.316
H 3.1536 -1.3953 1.1320 -0.001 -0.399 -0.346
H -1.4662 -0.6553 -0.3843 -0.636 0.793 -1.432
H -1.9648 -1.1180 0.2506 0.024 0.417 -0.656
C -0.2078 -4.0048 1.6130 0.347 -0.608 0.364
S -0.6240 -2.4711 2.4948 -0.347 -1.578 1.326
C -2.4494 -2.6115 2.4881 -0.307 0.097 0.558
H 0.5641 -3.8148 0.8549 -0.421 -0.272 0.371
H -1.1118 -4.4184 1.1525 0.367 0.111 0.045
H 0.1715 -4.6821 2.3918 -0.083 -0.046 -0.507
H -2.6961 -3.6141 2.1242 -0.054 0.363 -0.004
H -2.7507 -2.5502 3.5428 -0.184 0.172 -0.445
H -2.8974 -1.8181 1.8638 -0.010 -0.592 0.626